Formula: C18H24BrO11P
Source: OMol25
Level of theory: ωB97M-V/def2-TZVPD

ORCA input file:
```
! RIJCOSX wB97M-V def2-TZVPD def2/J DEFGRID3
* xyz 0 1
Br -1.2952 -2.4948 -3.6630
P -2.9122 -4.0672 -0.9247
O -5.1487 3.7536 -2.3318
O 2.6352 0.1795 1.3568
O 4.8063 -0.1812 1.7340
O 5.0554 1.1056 6.8319
O -4.2782 -0.3363 -4.0256
O -6.2196 5.6868 -2.6927
O -3.6733 -4.8147 -2.1671
O 6.8069 -0.2182 7.2730
O -1.3729 -4.4289 -1.2696
O -2.5491 -0.3340 -2.5422
O -4.0758 -1.9563 -2.4645
C 3.9016 -0.2115 5.2606
C -5.5612 2.6397 -4.3641
C -3.6464 -1.5029 -0.1552
C 3.7634 0.9666 6.2148
C 5.7376 -0.0638 6.7620
C -4.6766 2.6493 -3.1263
C -5.8029 4.6477 -3.1117
C -5.8743 4.1252 -4.5348
C 0.3178 -1.1472 -0.6668
C -3.7070 -0.8387 -3.1225
C -3.0898 -2.2174 -1.4175
C 4.2425 0.3883 -0.4730
C 3.7571 0.1194 0.9389
C -0.7453 -1.2332 -1.2153
C -1.9070 -1.4827 -2.0343
C 4.9247 -1.0829 5.9850
C 6.0399 -0.0747 0.9978
C 5.6421 -0.2237 -0.4649
H -1.2382 -4.6654 -2.2011
H 3.5147 1.8968 5.7097
H 6.4835 0.8995 1.2118
H -6.8580 4.3084 -4.9575
H -4.7577 1.7378 -2.5435
H 4.4577 -1.7654 6.6968
H -3.6256 2.8218 -3.3679
H 3.5811 -0.0727 -1.2019
H -5.1169 4.6404 -5.1276
H -4.6803 -1.2282 -0.3423
H -3.0350 -0.6445 0.1178
H 3.0252 0.7837 6.9989
H 6.3424 0.2524 -1.1476
H -5.0832 2.1778 -5.2238
H 5.5636 -1.6413 5.3069
H 1.2506 -0.7700 -0.3047
H -6.4805 2.0906 -4.1560
H 4.2644 1.4679 -0.6283
H 4.3155 0.1263 4.3106
H 2.9563 -0.7090 5.0542
H -4.6307 -4.7267 -2.0875
H 6.7181 -0.8534 1.3369
H 5.5823 -1.2810 -0.7265
H -3.6441 -2.1973 0.6855
*
```

Structure (SMILES) = C#C[C@]1(Br)OC(=O)O[C@@]1(C)P(O)O.O=C1CCCO1.O=C1CCCO1.O=C1CCCO1
Frontier orbital gap = 9.48 eV
ΔE to the lowest compared entry with this formula, charge and spin = 0.000 eV

Results of the natural (NBO) charge analysis, in e, for atoms 1 through 8: -0.014 1.382 -0.494 -0.578 -0.491 -0.491 -0.549 -0.564

Formula: C18H24Cl2N2O2Sb
Source: OMol25
Level of theory: ωB97M-V/def2-TZVPD

ORCA input file:
```
! RIJCOSX wB97M-V def2-TZVPD def2/J DEFGRID3
* xyz -1 1
Sb 3.5370 -2.5381 -0.6357
Cl -2.7987 4.6641 0.6853
Cl -5.1180 2.8849 -0.5549
O 0.1772 -4.3657 1.7777
O 1.4685 -4.7893 0.1206
N 0.9120 -5.1752 1.3647
N 5.7782 0.3179 0.3391
C -4.2102 4.2704 1.5994
C 1.9520 -2.6216 -2.2447
C -4.3197 4.7402 2.9004
C -1.3715 -1.4044 -0.8619
C -6.4612 3.6765 3.1090
C 4.3830 -0.6129 -1.4502
C -5.4416 4.4441 3.6550
C 0.7960 -0.3881 -2.2124
C 2.8797 -4.4839 0.2971
C -5.2285 3.4985 1.0539
C -1.3590 -0.0441 -1.1624
C 3.6178 1.2895 0.0554
C 0.8005 -1.7537 -1.8933
C 4.6912 0.3127 -0.3382
C -2.5030 0.8603 -0.7689
C -0.2493 0.4486 -1.8499
C -0.3170 -2.2394 -1.2075
C -6.3534 3.2054 1.8120
H -5.5180 4.8116 4.6693
H -2.8830 1.3702 -1.6550
H -2.2261 -1.8221 -0.3400
H -3.2924 0.2633 -0.3149
H 2.7000 0.7693 0.3371
H -2.1744 1.6317 -0.0705
H 6.4005 -0.4100 -0.0134
H 4.6501 -3.4773 -1.6530
H 2.3682 -1.6899 0.3881
H 1.6229 -3.6603 -2.3042
H 3.3739 1.9690 -0.7649
H -7.1401 2.6040 1.3788
H -0.3707 -3.2862 -0.9400
H 5.3093 -0.8907 -1.9568
H 3.9609 1.8762 0.9066
H -0.1890 1.5011 -2.1088
H 2.3910 -2.3267 -3.1991
H 1.6245 0.0398 -2.7641
H 3.4924 -5.3127 -0.0723
H 4.7185 -2.4338 0.6722
H 3.7018 -0.1434 -2.1585
H -7.3406 3.4420 3.6934
H -3.5200 5.3369 3.3160
H 3.0782 -4.3588 1.3646
*
```

Frontier orbital gap = 6.12 eV
ΔE to the lowest compared entry with this formula, charge and spin = 0.000 eV

Results of the natural (NBO) charge analysis, in e, for atoms 1 through 8: 1.246 0.036 0.039 -0.273 -0.468 0.365 -0.700 -0.068

Formula: C18H24F2NO22PdS2
Source: OMol25
Level of theory: ωB97M-V/def2-TZVPD

ORCA input file:
```
! RIJCOSX wB97M-V def2-TZVPD def2/J DEFGRID3
* xyz 1 3
Pd -0.3099 -0.2612 0.1424
S -3.5256 -0.4049 -0.8749
S -2.3859 -1.4618 -2.5107
F -3.4923 0.3514 0.4703
F -0.8651 -1.9342 -2.7956
O -4.3589 -1.5212 -0.4999
O -1.1140 2.3553 -0.2171
O 0.9831 -1.9197 -0.5751
O 1.4369 -4.0810 -1.1878
O -4.1438 0.5722 -1.7160
O -3.2315 3.1634 -0.0467
O 3.6053 1.5103 0.9230
O -0.8002 1.0096 4.2861
O 2.3170 0.4684 -3.4354
O 0.4685 1.5464 -4.0228
O -0.0284 -1.8050 1.8736
O 3.5808 -0.5358 -0.0191
O 0.6031 0.4920 -1.9655
O -2.7224 -0.5739 -3.6324
O -3.1196 -2.7334 -2.3617
O -1.0467 0.8411 2.1197
O 1.6801 0.4693 0.9362
O 2.9037 -2.4642 -1.9615
O -2.1748 -2.4256 2.0556
O -0.6210 -3.7988 2.9532
O -1.8099 2.5614 3.2424
O -1.4762 4.5172 0.3652
N -1.9825 -0.6425 -0.9875
C 2.5300 -4.7165 -1.8109
C -1.8845 3.2805 0.0082
C -1.7291 3.0251 4.5802
C -2.8778 -3.3909 2.9268
C -3.7736 4.4158 0.2530
C 4.8627 1.4816 0.3683
C -2.6154 5.3532 0.2679
C -1.8204 -4.5199 2.8680
C 2.8364 0.4431 0.6506
C 1.7622 -2.6982 -1.2002
C 3.5374 -3.6837 -2.2058
C 2.5427 0.7252 -4.8103
C 1.0891 0.8395 -3.0210
C 4.9121 -0.0151 -0.0077
C -1.2098 1.3890 3.1197
C -0.8458 2.0242 5.2648
C -0.8375 -2.6202 2.1826
C 1.2762 1.4501 -5.2069
H -1.8663 -5.3313 2.1416
H 3.4199 1.3533 -4.9654
H -4.3138 4.3753 1.1988
H -4.5448 4.5684 -0.5020
H -2.7718 6.0433 1.0970
H -2.5890 3.2016 5.2263
H -1.1402 1.5027 6.1755
H 5.6455 1.5641 1.1223
H 0.1943 2.2959 5.4452
H -1.2019 3.9769 4.5156
H 4.3513 -3.8686 -1.5047
H 0.6507 0.8870 -5.8995
H 5.0536 2.2039 -0.4254
H 2.1870 -5.5652 -2.4028
H -2.4698 5.9814 -0.6110
H 3.8746 -3.7828 -3.2376
H -1.6793 -4.9640 3.8534
H -3.8176 -3.5749 2.4063
H 1.4290 2.3043 -5.8665
H 3.0538 -5.2734 -1.0340
H -3.1634 -2.9440 3.8790
H 5.3934 -0.2098 -0.9661
H 5.5352 -0.5202 0.7304
H 2.6444 -0.3016 -5.1615
*
```

Frontier orbital gap (alpha / beta) = 9.81 / 7.17 eV
ΔE to the lowest compared entry with this formula, charge and spin = 0.427 eV

Results of the natural (NBO) charge analysis, in e, for atoms 1 through 8: 1.536 2.404 2.292 -0.504 -0.503 -0.887 -0.643 -0.660

Formula: C18H24F5O6RuSe
Source: OMol25
Level of theory: ωB97M-V/def2-TZVPD

ORCA input file:
```
! RIJCOSX wB97M-V def2-TZVPD def2/J DEFGRID3
* xyz 2 6
Ru -0.4658 -0.0378 0.4073
Se 0.9356 0.6643 -1.5516
F 5.1346 3.6306 -2.2453
F 2.3586 -0.7698 -3.7949
F 4.6768 -0.1266 -5.0297
F 2.8257 2.9845 -0.9842
F 6.0332 2.0744 -4.2578
O -1.2558 -0.4850 2.6042
O 0.1940 -2.2670 -0.2798
O -2.3129 -1.2390 -0.3552
O -0.9324 1.9568 1.5122
O 1.3262 -0.8491 1.7356
O -2.0734 1.3912 -0.8395
C -2.2782 2.7233 -0.3596
C 1.0374 -0.9646 3.1385
C -1.1343 3.0397 0.5853
C -1.5995 0.6851 3.3739
C 1.0655 -2.9826 0.5972
C -2.8829 -0.6957 -1.5654
C 3.0315 0.3058 -3.4128
C 2.5440 1.0911 -2.3567
C -0.8112 -3.0340 -0.9555
C -2.1526 -2.6717 -0.3571
C 4.4509 2.5626 -2.6076
C 4.9172 1.7596 -3.6497
C -2.0414 1.7386 2.3999
C 3.2775 2.2214 -1.9715
C -3.2660 0.7269 -1.2592
C 2.0300 -1.9478 1.1325
C -0.4035 -1.3883 3.3314
C 4.2109 0.6250 -4.0511
H -0.6106 -4.1017 -0.8575
H -3.7640 -1.2742 -1.8472
H -0.5983 -2.3802 2.9272
H -3.6884 1.2102 -2.1431
H -2.2963 2.6667 2.9158
H 0.4920 -3.4719 1.3898
H -1.3258 3.9618 1.1370
H 2.5971 -1.5145 0.3082
H -2.9094 1.3889 1.8345
H -0.1912 3.1377 0.0510
H -3.2490 2.7849 0.1388
H -0.7234 1.0319 3.9257
H -4.0014 0.7559 -0.4488
H -2.9774 -3.1314 -0.9032
H -2.2823 3.4295 -1.1931
H -0.7548 -2.7733 -2.0136
H 2.7305 -2.3798 1.8471
H 1.2131 0.0251 3.5614
H -2.1466 -0.7401 -2.3729
H -2.2188 -2.9782 0.6874
H 1.6096 -3.7502 0.0412
H 1.7304 -1.6590 3.6150
H -0.6788 -1.3966 4.3876
H -2.3954 0.4365 4.0780
*
```

Frontier orbital gap (alpha / beta) = 9.66 / 6.35 eV

Results of the natural (NBO) charge analysis, in e, for atoms 1 through 8: 1.309 0.209 -0.252 -0.276 -0.259 -0.279 -0.237 -0.580